Formula: C33H39BN4O2OsP2
Source: OMol25
Level of theory: ωB97M-V/def2-TZVPD

Values from the calculation:
Net charge: +2
Spin multiplicity: 5
Lowest unoccupied orbital energy (spin up / spin down) (hartree): -0.2688 / -0.3651
Relative energy (zero: lowest compared OMol25 entry of this formula, charge and spin) (eV): 2.799

Positions of all 82 atoms, in Å:
Os: 0.51008 -1.22445 0.46741
C: -1.59337 2.34629 3.61062
C: -2.07225 1.78728 2.51913
C: -1.82118 2.16437 1.09003
C: -0.47878 2.84691 0.75702
C: 0.81982 2.20733 1.00688
C: 1.42678 1.98487 2.18725
C: 1.04894 2.63369 3.43488
C: -0.34993 3.17998 3.77110
C: 2.03355 -2.15139 1.39568
H: -2.22297 2.38889 4.53551
H: -2.70743 0.87086 2.63742
H: -2.57567 2.93806 0.83839
H: -1.94336 1.23609 0.48582
H: -0.50028 3.02791 -0.32892
H: -0.34344 3.75923 1.33035
H: 1.40253 1.87581 0.13205
H: 2.30496 1.34481 2.24703
H: 1.70549 3.50606 3.40457
H: 1.37938 2.02533 4.26495
H: -0.32347 3.45019 4.84196
H: -0.47162 4.14193 3.26717
H: 2.57112 -1.68526 2.23155
H: 2.66278 -2.68110 0.68547
H: 1.29743 -2.87197 1.83715
P: 1.66174 -1.06096 -1.39821
P: -2.05049 -0.49093 -1.49486
N: 3.03248 -0.06834 -1.69334
N: 2.24934 -2.57040 -2.27760
N: -2.12643 1.07878 -2.50511
N: -3.54187 -1.07951 -2.60688
C: 0.49384 -0.44951 -2.62008
C: -0.82017 -1.22788 -2.59863
C: 4.29105 -0.34925 -1.17363
C: 5.20069 0.47953 -1.82236
C: 4.51056 1.30979 -2.74936
C: 3.17564 0.96502 -2.61544
C: 2.94559 -3.67456 -1.80998
C: 3.33116 -4.52585 -2.86960
C: 2.86272 -3.92622 -4.07195
C: 2.19920 -2.75873 -3.65377
C: -2.61398 2.26376 -1.97760
C: -2.43829 3.28523 -2.88988
C: -1.92501 2.71292 -4.07356
C: -1.76642 1.35987 -3.80968
C: -4.28503 -0.49144 -3.61412
C: -5.25633 -1.34881 -4.10339
C: -5.06838 -2.56651 -3.42259
C: -3.99489 -2.38657 -2.56560
H: 0.92575 -0.40370 -3.62433
H: 0.35640 0.59199 -2.31301
H: -1.19544 -1.33902 -3.61987
H: -0.69456 -2.21458 -2.12517
H: 4.47639 -1.07492 -0.39265
H: 6.25438 0.50467 -1.67113
H: 4.90331 2.07039 -3.41862
H: 2.29337 1.35795 -3.07327
H: 3.11798 -3.84878 -0.78166
H: 3.88425 -5.45911 -2.81141
H: 2.96311 -4.27846 -5.10946
H: 1.69225 -2.05781 -4.25406
H: -3.10685 2.28605 -1.02325
H: -2.58790 4.32503 -2.69546
H: -1.68187 3.19460 -5.00685
H: -1.46527 0.58216 -4.47673
H: -4.12325 0.51725 -3.91778
H: -5.97161 -1.10945 -4.87742
H: -5.65794 -3.45878 -3.55144
H: -3.53076 -3.09404 -1.91800
O: -0.83775 -1.39607 3.28168
B: 0.28912 -0.81001 2.55394
O: 1.10679 -0.17829 3.62245
C: 0.50319 -0.41005 4.81850
C: 0.84849 0.04390 6.08541
C: 0.10129 -0.42107 7.16138
C: -0.98104 -1.27652 6.96053
C: -1.37262 -1.66525 5.68527
C: -0.60643 -1.23183 4.61442
H: 1.69809 0.70653 6.18716
H: 0.37184 -0.12285 8.16813
H: -1.56157 -1.62483 7.80786
H: -2.23694 -2.28631 5.48161

Quick look at the Löwdin charges, all values in e:
1 Os 1.097
2 C -0.097
3 C -0.116
4 C -0.190
5 C -0.170
6 C -0.089
7 C -0.097
8 C -0.165
9 C -0.167
10 C -0.250
11 H 0.129
12 H 0.125
13 H 0.132
14 H 0.026
15 H 0.113
16 H 0.119
17 H 0.097
18 H 0.124
19 H 0.148
20 H 0.086
21 H 0.121
22 H 0.115
23 H 0.052
24 H -0.017
25 H 0.050
26 P 0.866
27 P 1.181
28 N -0.245
29 N -0.179
30 N -0.245
31 N -0.201
32 C -0.407
33 C -0.451
34 C -0.120
35 C -0.057
36 C -0.036
37 C -0.121
38 C -0.148
39 C -0.056
40 C -0.042
41 C -0.136
42 C -0.173
43 C -0.070
44 C -0.053
45 C -0.176
46 C -0.151
47 C -0.069
48 C -0.086
49 C -0.188
50 H 0.095
51 H 0.068
52 H 0.102
53 H 0.062
54 H 0.108
55 H 0.102
56 H 0.117
57 H 0.099
58 H 0.071
59 H 0.109
60 H 0.120
61 H 0.082
62 H 0.087
63 H 0.101
64 H 0.110
65 H 0.108
66 H 0.094
67 H 0.109
68 H 0.102
69 H 0.086
70 O 0.134
71 B -0.462
72 O 0.084
73 C -0.141
74 C 0.066
75 C 0.033
76 C 0.034
77 C 0.074
78 C -0.142
79 H 0.143
80 H 0.142
81 H 0.143
82 H 0.148

Formula: C33H39F7O23
Source: OMol25
Level of theory: ωB97M-V/def2-TZVPD

Values from the calculation:
Net charge: 0
Lowest unoccupied orbital energy (hartree): -0.0024

Positions of all 102 atoms, in Å:
C: -2.22976 1.00388 5.52204
O: -2.91652 1.97312 4.64646
C: -2.33916 1.85377 3.29854
C: -3.35621 1.26791 2.15398
C: -2.53893 1.41461 0.70211
C: -1.09232 0.60668 0.70546
C: -0.92470 -0.98408 1.15029
C: 0.52652 -1.79951 1.11881
C: 1.87882 -1.02587 0.60078
C: 1.78552 0.54849 0.15281
C: 0.32168 1.34577 0.20783
C: 0.38279 2.93739 -0.28515
O: -3.79539 -0.12099 2.35868
C: -4.87786 -0.22844 3.34896
H: -1.19039 1.49304 5.84704
H: -2.00734 -0.03844 5.00362
H: -2.87502 0.75342 6.49207
H: -2.06002 2.96284 2.95907
H: -1.32585 1.27807 3.40439
H: -4.31564 1.96775 2.05334
H: -3.21293 1.17176 -0.22647
H: -2.25895 2.56881 0.63745
H: -1.85387 -1.64220 1.50596
H: 0.54413 -2.93743 1.47747
H: 2.87728 -1.64224 0.56105
H: 2.75855 1.08113 -0.23332
H: 0.15087 3.06664 -1.43073
H: 1.47991 3.36893 -0.10242
H: -0.32310 3.57820 0.40732
H: -5.20121 0.83498 3.77765
H: -5.77693 -0.86717 2.95714
H: -4.43100 -0.83216 4.27601
O: -0.13954 -3.66811 -4.96668
C: -0.31317 -2.88075 -4.05138
O: 0.43064 -2.86276 -2.90338
C: 0.00476 -1.73240 -2.16931
C: -1.36829 -1.50024 -2.70085
F: -1.67599 -0.18392 -2.68345
O: -1.27643 -1.91703 -4.04426
H: 0.68258 -0.89512 -2.36657
H: 0.00569 -1.93904 -1.09568
H: -2.14999 -2.07282 -2.19034
O: 3.12096 3.59030 0.82515
C: 4.23679 3.30505 1.22691
O: 4.79735 3.81894 2.36409
C: 6.02591 3.14352 2.54407
C: 6.34654 2.68222 1.16346
F: 7.02937 1.51575 1.19114
O: 5.07981 2.44180 0.59384
H: 5.88488 2.31452 3.24568
H: 6.78830 3.81674 2.94522
H: 6.88848 3.41744 0.55908
O: -6.20565 0.06925 -7.16596
C: -5.00692 -0.10817 -7.02652
O: -4.44067 -0.69231 -5.92670
C: -3.06313 -0.82957 -6.21216
C: -2.84195 0.21779 -7.24937
F: -1.87436 -0.15798 -8.11552
O: -4.06806 0.25820 -7.94358
H: -2.86852 -1.84131 -6.58350
H: -2.45862 -0.66227 -5.31663
H: -2.61530 1.20981 -6.84434
O: -6.43574 2.26094 2.39815
C: -7.06077 2.59834 3.38979
O: -7.72397 3.78876 3.51041
C: -8.41987 3.73540 4.73957
C: -7.63979 2.72500 5.50916
F: -8.44151 2.03728 6.35292
O: -7.17712 1.83904 4.51523
H: -9.45390 3.42368 4.55793
H: -8.42901 4.71369 5.22769
H: -6.78777 3.13923 6.05869
O: 10.13325 -2.66630 -2.63376
C: 9.50822 -2.32890 -1.64211
O: 8.84502 -1.13848 -1.52149
C: 8.14912 -1.19184 -0.29233
C: 8.92920 -2.20224 0.47725
F: 8.12747 -2.88997 1.32102
O: 9.39186 -3.08820 -0.51668
H: 7.11509 -1.50356 -0.47398
H: 8.13998 -0.21355 0.19579
H: 9.78122 -1.78801 1.02679
O: -11.07839 2.01620 2.75800
C: -10.71084 1.64905 1.65438
O: -10.01086 0.49669 1.42294
C: -9.89795 0.37311 0.01940
C: -10.05777 1.78106 -0.44302
F: -10.65059 1.82553 -1.65721
O: -10.94057 2.34038 0.50287
H: -10.68913 -0.28703 -0.35159
H: -8.92897 -0.04908 -0.26029
H: -9.12571 2.35589 -0.46171
O: 12.83829 -7.66109 -1.17934
C: 12.69935 -6.76880 -1.99932
O: 13.52255 -5.68044 -2.09569
C: 13.10531 -4.96432 -3.24069
C: 11.68930 -5.40241 -3.39782
F: 11.33075 -5.41678 -4.70124
O: 11.70097 -6.73056 -2.92585
H: 13.73280 -5.24539 -4.09312
H: 13.19190 -3.88605 -3.08183
H: 10.97016 -4.81248 -2.81960

Here are the Löwdin charges for atoms 1 to 99, given in e:
1 C -0.136
2 O -0.255
3 C -0.160
4 C -0.264
5 C -0.097
6 C -0.086
7 C -0.019
8 C -0.097
9 C -0.083
10 C -0.024
11 C -0.098
12 C -0.107
13 O -0.224
14 C -0.097
15 H 0.109
16 H 0.104
17 H 0.108
18 H 0.146
19 H 0.126
20 H 0.145
21 H 0.127
22 H 0.106
23 H 0.099
24 H 0.097
25 H 0.081
26 H 0.082
27 H 0.087
28 H 0.052
29 H 0.074
30 H 0.087
31 H 0.107
32 H 0.103
33 O 0.145
34 C -0.495
35 O 0.082
36 C -0.093
37 C -0.322
38 F 0.073
39 O 0.097
40 H 0.146
41 H 0.081
42 H 0.182
43 O 0.119
44 C -0.475
45 O 0.087
46 C -0.071
47 C -0.322
48 F 0.070
49 O 0.135
50 H 0.153
51 H 0.148
52 H 0.181
53 O 0.141
54 C -0.503
55 O 0.077
56 C -0.076
57 C -0.327
58 F 0.082
59 O 0.141
60 H 0.156
61 H 0.118
62 H 0.178
63 O 0.114
64 C -0.488
65 O 0.082
66 C -0.070
67 C -0.321
68 F 0.087
69 O 0.127
70 H 0.141
71 H 0.147
72 H 0.180
73 O 0.141
74 C -0.487
75 O 0.082
76 C -0.075
77 C -0.327
78 F 0.085
79 O 0.145
80 H 0.154
81 H 0.123
82 H 0.179
83 O 0.137
84 C -0.498
85 O 0.074
86 C -0.073
87 C -0.330
88 F 0.083
89 O 0.145
90 H 0.150
91 H 0.148
92 H 0.179
93 O 0.141
94 C -0.503
95 O 0.072
96 C -0.075
97 C -0.336
98 F 0.082
99 O 0.143